This record from OMol25 describes a 2-piece molecular cluster, C24H31N6O9 overall at a distorted geometry. The level of theory is ωB97M-V/def2-TZVPD.

Positions of all 70 atoms, in Å:
H -6.0986 -1.8991 -5.0837
H 7.2876 -3.0489 4.3289
C 5.7194 2.3880 3.4714
N 5.8538 -0.0943 3.8292
C 6.4896 -1.2361 3.5430
H 4.7557 -0.6687 0.7027
C -3.5166 -0.2034 -6.5222
N 5.2618 2.6971 4.6919
H -7.2882 0.6002 -3.7888
C -4.3424 1.4373 -0.6318
H 4.1207 -1.3441 2.2084
H -5.6466 -1.6122 -1.3720
C -5.3505 -0.0033 -4.4103
H 7.5100 -1.6332 5.3781
H 5.6747 0.0894 4.8032
H -4.4063 2.4755 -0.9483
C -4.4439 -1.2492 -6.3257
H 1.8522 -0.4519 1.6174
N 2.4050 0.0699 -0.3583
H -3.3003 -3.9517 1.6260
C -6.4061 0.1343 -3.3375
H 0.2117 -1.0605 0.0999
H 5.4790 3.6460 4.9617
C 6.8179 -2.1413 4.7084
C 3.9979 -0.5455 1.4777
H 3.2032 0.5839 -0.6946
C -3.4990 0.9138 -5.6847
O -3.1486 -3.0049 1.4662
C -4.1339 -2.6533 0.6080
C 1.2984 0.1244 -1.0808
H 2.4757 -1.7808 0.6265
O -2.1421 2.9373 0.4504
O 6.7880 -1.5683 2.4038
H 3.8132 1.2137 5.1428
O -3.7538 -2.3579 -8.1965
O -2.6193 2.0431 2.4720
H 3.8976 2.5651 6.2792
H 2.0825 1.3160 -2.4915
O -4.9246 -3.4573 0.1492
C -4.4144 1.0166 -4.6379
C -3.5138 1.0835 0.4418
C 4.1861 0.8098 2.1867
H -2.7918 1.7169 -5.8703
H 5.9055 -2.4017 5.2407
O -5.2362 -3.3077 -6.9080
C -5.0466 -0.8506 -0.8851
H -6.7287 -0.8461 -2.9784
H 0.4205 0.8691 -2.7209
O -5.9565 0.9857 -2.2691
N 0.2064 -0.5012 -0.7338
H -2.8075 -0.2440 -7.3458
O 6.3133 3.2415 2.8392
H 5.1690 1.3366 6.2976
C -4.2173 -1.2422 0.1851
H 6.3253 0.9367 2.0723
C -2.7179 2.1025 1.1272
H -2.1261 2.8377 2.7291
C -3.4768 -0.2543 0.8567
C -5.1266 0.4924 -1.2919
H 3.4063 0.9182 2.9404
H -4.4140 1.9082 -4.0169
N -4.4793 -2.3706 -7.1929
C 4.4924 1.8986 5.6507
H 4.0581 1.6090 1.4550
H -2.8657 -0.5253 1.7155
N 1.2665 0.8161 -2.1840
H -0.6203 -0.4405 -1.3003
C 2.6005 -0.7234 0.8700
C -5.3532 -1.1251 -5.2515
C 5.5678 0.9842 2.8591

As for the net charge: +1. The energy above the lowest of the compared OMol25 structures with the same formula, charge and spin comes out at 50.7 kJ/mol. The calculation puts the frontier orbital gap at 0.32488 hartree.

---

This record from OMol25 describes C24H32BCl6F2MgN3O10 as an isolated structure at a distorted geometry. The level of theory is ωB97M-V/def2-TZVPD.

Positions of all 79 atoms, in Å:
Cl -2.1042 -4.1327 2.4895
C -3.3383 3.4739 3.2656
H -3.1611 5.4781 4.4223
F -2.1563 6.9162 7.1291
H 0.9359 0.3907 -1.3554
H -2.2078 -6.1808 -8.2800
Cl -3.3283 -1.7348 0.4304
H 2.9530 1.1841 0.9299
O -0.3199 3.5781 2.0740
C 3.6858 1.0282 -1.2294
H 5.8335 -3.1261 -1.3481
Cl 0.7315 -4.1587 1.8520
C -2.0195 3.0025 4.0741
C -0.7379 -0.6318 1.2841
H -0.6797 1.4815 4.1644
F -0.0601 6.0457 7.7238
C -2.4785 4.2229 8.9520
H 2.1706 -5.1156 -0.3499
H -4.8774 4.8978 4.1630
C -0.8740 -4.7192 1.3712
N -2.7458 -3.1669 -7.4449
O 0.5965 1.4046 1.8849
C -3.8372 4.9478 3.6635
H -0.8845 -5.8080 1.3718
H 5.7348 -7.2255 -1.4526
H 3.3361 -7.2826 -0.7649
H -1.0965 -4.3476 0.3713
H 3.5342 0.0470 -1.7895
H 4.7349 1.0275 -0.7670
Cl -0.9168 -2.6197 -9.1476
C 2.2575 1.8923 -4.6338
H -1.3563 3.8908 4.3862
O -1.9808 5.4559 9.0041
H -1.0952 1.0591 -1.1840
H -2.0287 1.4093 0.3896
Cl 1.9521 -1.3801 -0.0473
O 1.1632 1.6975 -3.8412
N 5.8893 -5.1777 -1.4312
H -0.4834 1.6196 -5.0583
H 1.4942 -0.7199 -5.2245
C 3.8550 -6.3393 -0.8816
B -1.4652 5.7815 7.6624
C 1.2844 0.3160 -0.2580
C -1.0024 1.5091 -0.1292
C 5.2413 -4.0243 -1.2045
H -0.7530 2.6107 -0.2656
C 0.0561 0.6852 0.7587
H 3.4442 -2.9830 -0.6433
C -2.4981 -5.3287 -8.8990
H -1.7494 -5.2296 -9.6878
H -0.3031 0.2397 -3.9422
C 5.1860 -6.3081 -1.2650
H -3.9968 5.5818 2.7116
H -3.4455 -5.5837 -9.3797
H -1.5319 -0.2191 2.0159
H -4.1964 2.7547 3.5502
H 3.6625 1.8860 -1.9945
C -1.5504 -1.3176 0.0956
C 3.9134 -3.9478 -0.8142
C -2.6104 -4.1024 -8.1065
C 3.2097 -5.1324 -0.6519
H 0.5953 0.0670 -6.5505
H -0.0931 -1.3440 1.8943
O -1.1234 -1.5691 -1.0469
H -2.4164 2.5726 5.0709
C 2.5302 1.3206 -0.1247
O 3.1522 2.6269 -4.3772
O -1.7218 4.5937 6.8264
Cl 2.0412 3.0929 -0.3972
C 0.2376 0.9385 -4.5884
Mg -0.7843 -0.6952 -6.7213
H -3.1370 3.3827 2.1465
O 2.1869 1.1253 -5.7687
C 1.1094 0.2364 -5.5968
N -1.2739 1.8900 3.4109
O -2.6641 2.5918 7.2127
O -2.9825 3.6498 9.8883
C -2.3168 3.6868 7.5953
C -0.3244 2.3607 2.4075

The calculation puts the frontier orbital gap at 0.06371 hartree.

---

This record from OMol25 describes a 6-piece molecular cluster, C24H32BF5NO20P overall at a distorted geometry. The level of theory is ωB97M-V/def2-TZVPD.

Positions of all 84 atoms, in Å:
C -1.3915 10.7689 4.2161
H 5.0847 -3.8805 -8.6540
F 0.1824 9.1404 4.9616
C 2.8421 -4.5785 -5.3586
C -1.8634 5.8529 -0.5051
H -2.0814 10.1902 4.8319
C -3.1749 -2.1239 4.0084
C -3.6752 -1.7443 0.3580
O 2.8144 -2.9847 -3.5676
H 4.5513 -6.6302 -3.9673
O -1.0959 -2.5879 4.8333
F -1.4112 0.7666 6.3501
H 0.1467 -3.5914 -5.4992
C -0.1242 9.9829 3.9490
H -0.9952 -0.0133 8.6990
C -0.0677 -0.0905 8.1307
C -2.8248 0.3089 -0.0484
O -2.5084 4.8934 1.4641
O -3.2093 -0.6353 0.9601
O -2.5876 4.6377 -0.7427
H -1.7143 -1.4984 -3.4163
H -1.2188 11.7408 4.6682
O -1.6632 -2.6423 7.0146
O 2.2797 -4.2962 -6.6161
H 2.0358 -5.7841 -3.1884
H -1.9015 -3.8140 3.3952
H -2.5314 6.7068 -0.6216
H 1.3071 -4.4699 -2.3087
H 1.3660 -1.2409 -2.8219
H 5.7690 -3.8936 -3.5210
H 2.9291 -5.6608 -5.2577
H 0.5174 0.3593 6.0541
C -0.1494 0.7051 6.8462
O 4.0893 -1.4998 -4.6849
C -1.4520 5.6892 0.9448
C 4.8065 -5.7380 -3.4076
O -3.9696 -2.7475 0.9227
H -0.8356 -4.9072 -3.1458
C 4.2382 -3.9448 -5.1125
H 6.2804 -4.5866 -6.4861
H -0.2478 -5.4882 -4.7042
H -1.0290 5.9397 -1.1936
O -3.7718 -1.5500 -0.9841
F -1.2319 -2.0993 2.6316
O 0.4937 -1.6270 -2.6981
H -4.6509 0.2843 -1.2837
C 1.3520 -4.9429 -3.2924
O -3.2292 -2.3636 5.4227
H -0.1323 -6.5065 -3.2880
H 0.1764 -1.1359 7.9746
B 0.0055 -2.1561 -3.8796
O -1.7499 9.7193 1.0021
C -1.9741 -2.5419 5.8729
F -3.0218 0.0327 -2.4095
O -1.9268 10.9171 2.8996
H 2.4404 -5.0283 -7.2155
O 1.7692 2.6999 8.7793
O -1.3036 -1.9161 -4.1843
H -3.1578 -1.0496 3.8216
C -1.4219 9.9329 2.1189
C 5.0084 -4.5415 -3.9480
P 5.3563 -3.5217 -6.5324
C -1.8469 -2.7528 3.6415
C 3.7590 -2.6231 -4.4705
O -0.4728 9.2306 2.8034
H -3.0456 1.3251 0.2649
C -3.0179 4.1642 0.4435
H 6.0361 -2.4226 -5.9877
C 0.8522 -3.0166 -4.9068
H -1.7591 0.1959 -0.2579
O 0.9821 0.5884 8.8287
O -3.7400 3.2279 0.5771
H 1.3357 -2.3443 -5.6221
O 0.2519 1.9945 7.2621
C 1.0738 1.8475 8.3439
C -0.0466 -5.4772 -3.6339
C 1.9090 -3.9069 -4.2624
H -4.0233 -2.5727 3.5040
C -3.6553 -0.1566 -1.2247
H 0.7513 10.5945 3.7232
N 4.7528 -3.2446 -7.9420
H 4.9678 -5.8710 -2.3448
F -1.4098 6.8652 1.5963
H -0.5065 5.1644 1.0936

The calculation puts the frontier orbital gap at 0.32750 hartree. Its SMILES is C=C[C@]1([PH2]=N)C(=O)O[C@@](CC)(CB(O)O)[C@H]1O.O=C1OC[C@@H](F)O1.O=C1OC[C@@H](F)O1.O=C1OC[C@@H](F)O1.O=C1OC[C@@H](F)O1.O=C1OC[C@@H](F)O1.

---

This record from OMol25 describes C24H32BaF11NO3PSe as an isolated structure at a distorted geometry. The level of theory is ωB97M-V/def2-TZVPD.

Positions of all 74 atoms, in Å:
H 3.8590 -0.4859 -1.4332
F 2.5906 -1.0902 1.0878
C 0.1301 3.6232 -1.4161
H 0.6527 4.4709 2.9876
H 3.4296 -0.1788 -3.1429
C -1.0603 -2.6712 0.1377
H 0.9186 -1.8211 3.5859
P 3.4693 -0.0250 2.0289
H -2.3555 3.9709 0.8607
H -2.0487 -2.8618 2.0226
O 1.8266 -0.3075 -1.8368
H -0.0015 -3.0897 -2.0510
C 0.1322 -2.0193 -1.8723
H 0.7370 0.6749 -4.2773
H -0.4603 -1.4683 -2.6093
C 0.3673 3.9168 -4.1989
C -0.2584 5.7029 0.8385
C 3.1807 0.0482 -2.1028
H -2.2831 -1.2979 1.2060
F -7.9110 1.9667 2.5097
C -1.5610 -2.0741 1.4387
F -6.9368 -0.5743 2.5234
C 0.7279 6.4008 -3.9682
C -0.1995 4.1874 1.0373
H 0.9459 -2.9316 2.2081
H -1.6018 2.6454 1.7181
H 0.4806 5.7691 -1.3910
C -6.2795 0.3873 1.8652
H 1.9136 -1.9983 -3.0290
O -0.5316 -1.4512 2.2079
H -0.9878 0.9938 -4.4497
O -0.3169 -1.6761 -0.5707
F 3.6611 -1.1524 3.1204
H 1.6049 6.8660 -3.5161
H 1.8649 4.1369 1.7329
F 2.0156 0.4051 2.7465
C 0.4742 5.0397 -3.3760
H -1.9179 -2.9834 -0.4651
Ba 0.5848 0.5882 0.5394
F 4.7813 -0.4220 1.2345
C -6.7777 1.6776 1.8642
H 2.1858 -2.2665 -1.2863
F 3.1451 1.1345 0.8544
C -6.0888 2.6608 1.1810
F -4.6724 -1.1674 1.2482
C 0.3494 4.8981 -2.0076
H -0.3231 -3.0914 3.4535
H -0.1214 7.0633 -3.7952
C 0.1384 2.6454 -3.6704
H 0.1538 1.6904 -5.6031
H 0.4673 4.0357 -5.2719
C -5.1062 0.1028 1.1927
C -4.3772 1.0658 0.4963
H -1.0055 5.9862 0.0980
C -1.5669 3.7267 1.5684
F 4.2062 1.0772 2.8858
C 0.0307 2.5155 -2.3046
H -0.4103 -3.5370 0.3101
F -4.3276 3.3426 -0.1662
H -0.1985 1.5315 -1.9156
H -1.7727 4.2203 2.5203
C -4.9177 2.3473 0.5138
C 0.2964 -2.3842 2.8957
F -6.5651 3.9111 1.1605
H 3.2756 1.1176 -1.9305
H -0.5506 6.1554 1.7870
H 0.7109 6.1209 0.5652
C 1.6015 -1.7003 -2.0208
C 0.0048 1.4359 -4.5548
Se -2.8108 0.6104 -0.4601
H 0.8715 2.8333 2.3993
C 0.8681 3.8822 2.0956
N 0.0727 3.3196 -0.1074
H 0.8935 6.3401 -5.0426

The expectation value of S² is 0.80. The calculation puts the frontier orbital gap (spin up / spin down) at 0.26253 / 0.19483 hartree. The spin multiplicity is 2.

---

This record from OMol25 describes a 5-piece molecular cluster, C24H32F12N3O10 overall at a distorted geometry. The level of theory is ωB97M-V/def2-TZVPD.

Positions of all 81 atoms, in Å:
H 4.4063 0.4658 1.1985
F -10.4630 -4.6359 4.9570
C 7.2607 -0.7813 -4.6125
C 4.3811 0.4316 -6.7239
C -2.0442 -2.3343 -0.0114
N 1.8317 -1.7038 -3.6683
H 1.5510 1.3004 -5.3551
O 1.8729 2.0558 -1.7288
C 1.3284 1.1179 -2.1452
H -0.5459 2.7355 1.1872
H 8.3225 -0.5350 -4.8962
F 0.1304 7.3930 4.0964
H 6.0377 0.0228 1.6751
H -0.0056 -2.2780 0.6908
C -10.6220 -3.4150 4.4246
C 3.9326 -3.1119 -0.5200
O -9.3401 -2.4658 6.2519
H -0.4637 -0.8794 -0.2641
F -11.9410 -3.1418 4.4665
H -9.2432 -0.0345 6.0464
O -0.3751 6.3912 1.5692
H 2.6272 -0.6008 -7.7708
H 1.8799 3.3227 0.9596
O -2.9356 0.1698 0.1950
O -9.7074 -1.2403 4.4005
C -3.5429 -0.1035 2.5286
H -2.1429 -3.4190 0.0513
C -0.2120 5.6522 2.4984
H 4.6362 0.2825 3.7012
F 2.7392 -3.6716 -0.8007
H 3.5020 -0.9362 3.0951
H 5.1379 -1.4113 3.5196
H 3.1044 -2.8550 -5.1185
C -0.2273 3.7736 1.0752
C -0.5854 -1.9607 -0.1785
H 7.2279 -0.7919 -3.4773
C -8.9958 -0.1393 4.9880
H 4.4418 1.0324 -7.6766
H -6.9668 0.5761 5.1533
H 4.1351 1.1628 -5.8932
C 6.2030 0.2785 -5.1858
O 5.6554 -0.1604 -6.4401
F -4.7748 -0.6097 2.7303
F -2.7822 -0.5221 3.5577
H -9.3459 0.7636 4.4854
H 5.4374 0.4266 -4.3655
C 2.5696 -1.9076 -4.8396
H -2.6434 -2.0065 -0.8638
F -3.6481 1.2282 2.6522
H 3.8538 -1.7045 -6.9288
C 1.1117 3.8249 0.3661
H 1.4416 4.8564 0.2246
H -0.1666 -2.4287 -1.0721
H -7.1258 -1.1836 5.2889
C -2.9753 -0.5246 1.1728
H 1.0504 3.3423 -0.6131
O -0.1183 4.3151 2.3997
C 4.5435 -0.6083 3.0787
C 1.7433 0.2803 -4.9439
C -7.5036 -0.2962 4.7769
O -2.5606 -1.8010 1.2158
C 3.2711 -0.7324 -6.8558
C 1.3274 -0.3859 -3.6941
N 2.5149 -0.7408 -5.5708
O 4.9773 -1.5238 0.8694
H -1.0038 4.2886 0.5056
C -0.1273 6.0843 3.9626
H 6.7723 1.2614 -5.2836
F 4.6690 -4.0589 0.0773
O 2.7868 -1.2147 0.4640
H 7.0103 -1.8243 -4.9773
H 1.6701 -2.3777 -2.9144
H -7.2773 -0.4197 3.7156
F -10.2908 -3.5173 3.1220
F 0.8401 5.4303 4.6354
C 3.7994 -1.8480 0.3302
N 0.5264 0.2601 -2.6473
C 5.0029 -0.3220 1.6637
F 4.5256 -2.8521 -1.7081
C -9.8028 -2.3485 5.1523
F -1.2808 5.8462 4.6170

As for the net charge: +1. The calculation puts the frontier orbital gap at 0.32508 hartree.

---

This record from OMol25 describes a 4-piece molecular cluster, C24H32F3N6O3P2S overall at a distorted geometry. The level of theory is ωB97M-V/def2-TZVPD.

Positions of all 71 atoms, in Å:
S -4.1784 3.0156 -1.7653
C 3.3083 0.9093 0.7356
H 2.1803 -0.4606 2.7241
C -6.7397 4.3974 -5.5055
H 1.8788 -6.1122 1.0622
C -1.7779 2.2607 0.1144
H 3.4492 1.8788 -1.1486
C -4.5918 5.3335 -4.9586
H -0.3335 -5.2260 -3.2698
H 3.7762 -2.7237 6.5343
H -1.6985 -5.7646 -1.2792
C 2.9837 -5.3736 3.8770
H -7.7419 5.2928 -7.1914
H 0.5589 -0.7114 2.5238
O -4.3897 2.2793 1.0681
H 1.3305 1.2733 -1.5952
C -0.0027 -5.9659 0.0201
P -3.5583 1.9718 -0.2968
N -0.8760 1.8032 -0.7375
O 0.2289 4.1192 3.3577
H -5.5124 3.7267 -3.8780
H 2.8174 -0.4589 -0.8373
N 1.9451 4.9101 1.5263
F 2.7035 -6.2947 2.9336
H 1.6786 5.7596 2.0183
H -2.8954 -0.0138 -0.8346
C -5.6065 4.4207 -4.7038
F -5.9559 7.0495 -7.8284
C -5.8418 6.1878 -6.8041
H 2.9960 3.0073 0.0870
N 0.1581 2.7872 1.0228
H 4.4062 0.9568 0.6804
H 0.7279 -0.4852 0.3942
H -3.9227 6.9349 -6.2389
H -1.7390 3.2329 1.9135
H 3.1578 -6.8250 5.4342
H -0.3725 4.7293 2.8884
H -0.5995 -6.2002 0.8921
F 3.4682 -5.5484 -0.8989
C -4.7058 6.2210 -6.0189
C -6.8628 5.2897 -6.5604
O -3.7505 0.3978 -0.6157
H 1.4483 -2.0899 0.4765
H -3.8104 1.9927 1.7989
H 3.0311 1.1326 1.7712
H -3.7098 5.3538 -4.3307
H 3.3520 -2.0442 4.1939
H 3.6890 -5.1139 7.1598
H -7.5288 3.6833 -5.3093
C 2.1266 -5.6047 -0.9975
P 1.2750 3.5058 2.2316
C 1.5789 -1.0485 0.8111
H 2.9538 4.8034 1.5044
H 3.7074 -1.2558 0.4356
C 2.8025 1.9880 -0.2688
C 1.5293 -5.3505 -2.2173
C 3.3170 -3.0889 4.4700
N 1.4358 1.7889 -0.7316
N -1.2105 2.8347 1.1495
C 3.5527 -3.4711 5.7837
N 1.4831 -1.0512 2.2874
H 2.8580 -3.7688 2.4770
H 2.1427 -5.1067 -3.0753
C 2.9163 -0.5160 0.2605
C 3.2100 -5.7747 5.1784
C 0.1463 -5.4139 -2.3180
C -0.6196 -5.7187 -1.2002
C 3.5019 -4.8146 6.1370
C 3.0360 -4.0468 3.5079
C 0.3051 2.1278 -0.1506
C 1.3805 -5.9144 0.1234

As for the net charge: +1. The calculation puts the frontier orbital gap at 0.25426 hartree.

---

What is the formula in the fourth record? C24H32BaF11NO3PSe